78
Properties=species:S:1:pos:R:3:mulliken_charge:R:1 method="wB97M-V/def2-TZVPD" e_homo_ev=-8.32 homo_lumo_gap_ev=8.590
C 6.599 4.562 1.350 -0.445
C 7.022 3.207 1.194 -0.154
C 7.306 1.585 0.904 -0.325
C 5.827 0.827 1.092 -0.524
C 5.031 0.864 -0.348 -0.385
C 3.645 -0.073 -0.353 0.582
C 3.941 -1.706 -0.359 -0.951
C 4.947 -2.202 -1.552 -0.206
F 4.069 -2.455 -2.755 -0.329
O 3.225 0.107 1.078 -0.486
S 2.221 1.478 1.302 1.280
O 1.238 1.237 2.473 -0.579
O 3.029 2.747 1.688 -0.583
O 1.620 1.496 -0.293 -0.453
C 2.343 0.508 -1.162 0.851
C 1.084 -0.533 -1.507 -0.870
C 0.434 -1.239 -0.179 -0.619
C -0.833 -0.442 0.489 -0.062
C -2.162 -0.568 -0.471 -0.532
C -3.564 -0.631 0.433 -0.376
C -4.481 0.647 -0.133 -0.590
C -6.063 0.258 0.063 -0.471
C -7.046 1.121 -0.958 -0.451
C -8.628 0.807 -0.563 -0.400
O -9.482 1.871 -1.167 -0.333
C -10.757 1.317 -1.649 -0.518
C 2.536 1.387 -2.531 -1.069
C 3.768 0.915 -3.502 0.032
C 4.770 2.203 -3.871 0.351
O 5.582 2.147 -4.963 -0.591
O 4.888 3.422 -3.051 -0.426
H 5.937 5.533 1.551 0.324
H 8.042 1.230 1.773 0.304
H 7.756 1.448 -0.169 0.286
H 5.971 -0.301 1.395 0.285
H 5.283 1.455 1.948 0.272
H 5.717 0.671 -1.276 0.452
H 4.630 1.981 -0.468 0.298
H 4.491 -1.960 0.670 0.417
H 2.975 -2.363 -0.421 0.230
H 5.460 -3.258 -1.337 0.302
H 5.738 -1.415 -1.904 0.212
H 0.190 0.035 -2.057 0.362
H 1.408 -1.388 -2.270 0.247
H 1.198 -1.488 0.678 0.293
H 0.007 -2.294 -0.540 0.284
H -1.024 -0.954 1.550 0.027
H -0.649 0.692 0.713 0.064
H -2.033 -1.560 -1.101 0.173
H -2.138 0.379 -1.192 0.223
H -3.254 -0.490 1.555 0.313
H -4.047 -1.671 0.197 0.244
H -4.268 0.835 -1.290 0.280
H -4.161 1.604 0.485 0.202
H -6.356 0.440 1.189 0.260
H -6.205 -0.885 -0.230 0.241
H -6.895 0.849 -2.090 0.232
H -6.901 2.286 -0.770 0.242
H -8.781 0.837 0.611 0.214
H -8.937 -0.278 -0.925 0.303
H -10.729 0.997 -2.798 0.210
H -11.571 2.152 -1.508 0.220
H -11.080 0.379 -0.987 0.251
H 2.591 2.527 -2.193 0.458
H 1.544 1.318 -3.189 0.316
H 4.473 0.095 -3.056 -0.196
H 3.417 0.498 -4.564 0.439
H 5.802 3.834 -3.122 0.344
C -0.761 -2.837 4.148 -0.143
C -1.696 -2.753 5.208 -0.626
C -2.434 -3.915 5.196 -0.439
N -1.981 -4.695 4.165 0.009
C -0.957 -4.048 3.523 -0.681
H -0.023 -2.094 3.872 0.557
H -1.817 -1.933 5.904 0.376
H -3.242 -4.252 5.832 0.373
H -2.344 -5.606 3.916 0.193
H -0.457 -4.503 2.678 0.384

***

15
Properties=species:S:1:pos:R:3:nbo_charge:R:1 method="wB97M-V/def2-TZVPD" e_homo_ev=-9.82 e_above_lowest_ev=2.554 homo_lumo_gap_ev=10.468
O 0.024 0.649 -1.717 -0.580
C -0.279 0.471 -0.556 0.600
C -1.726 -0.398 -0.438 -0.135
O -2.050 -0.753 -1.747 -0.726
C 0.744 1.109 0.480 -0.519
C 1.618 -0.089 0.903 -0.064
O 0.932 -1.260 0.476 -0.717
H -1.825 -1.348 0.135 0.184
H -2.510 0.255 -0.016 0.169
H -1.386 -0.290 -2.291 0.489
H 1.369 1.875 -0.022 0.238
H 0.293 1.615 1.341 0.217
H 2.563 -0.133 0.352 0.190
H 1.890 -0.063 1.971 0.178
H 0.341 -1.639 1.131 0.477

***

Number 1: E -57001.268 eV, M 531.69 g/mol. Number 2: E -10418.449 eV, M 104.10 g/mol.